A 11-piece molecular cluster, C40H114F9N9O11P overall in a non-equilibrium geometry, computed with ωB97M-V/def2-TZVPD.

Each line ends with the Löwdin charge.
CARTESIAN COORDINATES (ANGSTROEM)
H  -13.6413  -9.8550  27.4442  0.178
H  -10.1855  -5.4946  30.1297  0.091
C  -11.5147  -9.9792  28.1164  -0.031
H  -14.2634  -8.6148  25.0092  0.078
H  -25.0384  -13.2733  25.4574  0.185
H  -20.1095  0.7304  16.9267  0.084
H  -19.4817  -1.3744  25.3771  0.152
H  -21.0413  -0.4528  18.7186  0.156
C  -8.3050  0.8859  20.7146  -0.224
H  -12.8687  -12.1937  15.7979  0.113
C  -12.2618  -9.6211  25.7467  -0.185
H  -11.1999  -9.8332  25.4445  0.156
C  -6.9460  2.7781  21.7001  -0.002
H  -11.8294  -10.3697  29.0890  0.098
C  -18.7704  0.5924  25.7414  -0.184
C  -17.5530  -5.1662  24.0049  -0.192
H  -6.1937  2.7051  18.9644  0.171
O  -10.0840  -11.4333  17.8176  -0.235
C  -7.0035  1.6748  20.6400  -0.285
C  -18.8812  2.3721  24.2221  -0.066
H  -21.7600  -11.4848  25.3288  0.097
H  -9.1231  1.6192  20.8740  0.146
C  -18.7236  -4.8795  24.9218  -0.044
C  -17.8156  -7.9693  19.4209  -0.180
H  -11.7180  -5.8924  30.7381  0.097
O  -23.3180  -5.0022  31.8234  -0.161
C  -10.7223  -11.9026  15.6369  -0.260
H  -9.5105  -5.7492  35.6414  0.179
C  -15.2990  -3.4521  22.2444  -0.585
H  -21.6081  -5.4120  30.6109  0.093
C  -10.6895  -6.2358  30.7298  -0.099
H  -6.1054  3.4096  21.5380  0.093
N  -12.7712  -11.6791  26.7077  0.220
H  -10.5505  -7.2883  30.4193  0.097
H  -24.1781  -11.7054  27.1756  0.140
H  -10.5252  -10.2473  27.7326  0.100
C  -23.7559  -11.6883  26.2135  -0.281
H  -10.1720  -0.7560  20.2141  0.090
H  -20.7723  -2.8702  21.0064  0.101
H  -9.5279  -1.3847  18.7089  0.104
H  -23.5417  -13.7372  25.9618  0.173
H  -18.6188  -7.7431  20.1508  0.135
C  -16.6337  -9.2726  20.9955  -0.083
C  -8.7476  -5.6317  33.6467  -0.264
H  -11.8841  -13.2293  16.8712  0.104
H  -9.4059  -13.5091  15.0226  0.169
H  -15.8690  -6.0803  19.2250  0.105
N  -9.7688  -6.1600  34.7328  0.245
O  -16.5381  -8.1924  20.0293  -0.215
H  -8.7034  -1.8366  20.2488  0.125
H  -22.9804  -5.5374  33.8113  0.131
H  -14.8768  -9.8765  23.9838  0.088
H  -19.6915  2.1723  17.9304  0.108
H  -8.6395  -12.1135  15.2978  0.166
O  -10.4121  -6.1658  32.1030  -0.211
H  -17.5353  -0.9742  27.6970  0.101
H  -13.3542  -11.6277  25.8528  0.150
H  -18.2339  -1.6890  18.8118  0.139
H  -9.0904  -4.6309  33.5785  0.145
H  -18.4126  -4.1091  25.5938  0.039
H  -17.0851  -8.9323  21.9346  0.081
N  -9.3662  -12.7223  15.6616  0.238
H  -24.3407  -2.7128  35.4601  0.185
H  -18.6610  2.6020  23.1557  0.104
H  -11.8433  -12.0404  26.5539  0.163
C  -18.9979  0.2481  18.6168  -0.276
H  -17.6992  -5.9835  23.2780  0.125
H  -22.5496  -6.8407  31.0825  0.096
N  -7.0577  2.2688  19.2328  0.234
H  -9.0763  -13.0274  16.6161  0.179
H  -17.0322  -6.3061  16.4205  0.081
H  -23.6709  -12.8592  24.5347  0.175
H  -19.6788  1.0084  26.0720  0.134
H  -16.5882  -0.9951  25.6146  0.179
H  -18.1130  0.4927  19.2061  0.158
C  -7.2873  -5.7821  34.1478  -0.016
H  -24.5525  -3.1766  33.0431  0.165
H  -11.5066  -8.8782  28.2174  0.094
C  -18.3316  -1.4938  27.1451  -0.018
F  -16.0517  -8.0376  26.7593  -0.216
H  -17.9613  -2.5116  26.9239  0.077
H  -16.3218  -5.3498  22.1733  0.160
H  -18.1020  -8.8847  18.9448  0.116
H  -6.0954  1.0524  20.6228  0.172
H  -13.2883  -12.2106  27.4353  0.191
H  -17.2960  -0.5635  24.1011  0.176
H  -16.6758  -5.3947  24.6177  0.127
N  -16.8310  -5.7548  19.1131  0.039
H  -9.6612  -11.2905  19.8041  0.112
H  -15.5667  -9.6017  21.2053  0.098
P  -17.6690  -8.0368  27.1061  0.157
H  -11.9750  -13.5375  15.2199  0.076
H  -18.5933  -6.3945  18.3025  0.135
F  -17.9045  -7.6592  25.5404  -0.188
C  -22.4218  -2.9357  33.5389  -0.003
H  -17.2027  -4.7938  20.3684  0.021
H  -19.2130  -1.6224  27.7970  0.112
F  -19.2560  -7.9388  27.3762  -0.158
C  -16.6466  -4.2888  22.1229  -0.342
N  -24.2867  -3.6899  35.1349  0.241
O  -17.3498  -3.9194  23.2396  -0.103
O  -13.0716  -10.2692  24.7549  -0.196
H  -6.8627  -6.7574  34.2022  0.081
H  -11.5555  -10.3330  16.8088  0.142
H  -7.2689  1.4870  18.6085  0.160
C  -12.6302  -10.1939  27.1081  -0.288
H  -8.4016  -6.0281  31.5575  0.147
H  -22.2455  -9.9926  23.2822  0.093
H  -18.2833  3.0813  24.7872  0.099
C  -11.9211  -12.7366  15.8969  -0.032
H  -9.8361  -9.9338  16.4107  0.136
H  -18.0749  1.0446  26.3771  0.124
O  -18.5534  0.9895  24.3928  -0.202
H  -24.0207  -9.6306  25.6485  0.130
H  -16.0241  -7.5418  17.3251  0.110
H  -11.2934  -10.6624  19.1750  0.090
H  -17.1737  -2.0576  24.6310  0.139
N  -24.0576  -12.9909  25.4971  0.229
C  -10.5245  -10.7414  16.6660  -0.172
H  -13.6833  -8.7866  23.3804  0.088
H  -17.2248  -10.1215  20.6440  0.087
C  -22.2163  -11.4992  26.3468  -0.014
H  -23.6363  -4.1252  35.7737  0.165
H  -22.4691  -1.8425  33.6584  0.092
H  -20.5288  0.8259  19.9363  0.166
F  -17.8091  -9.5686  26.6480  -0.163
F  -14.4028  -3.7638  21.3304  0.175
H  -21.7179  -12.2504  26.9781  0.093
C  -24.3216  -10.6066  25.3110  -0.166
H  -18.5740  1.5169  16.7917  0.113
H  -10.6641  -11.4162  14.6589  0.157
C  -22.2363  -5.8344  31.4098  -0.084
H  -17.7554  -7.9560  16.7189  0.098
H  -17.7290  -1.0364  17.3701  0.176
F  -17.3081  -8.4555  28.6113  -0.145
C  -23.8089  -3.7187  33.6532  -0.277
H  -19.9290  2.5933  24.3848  0.096
H  -7.0781  -5.2570  35.0938  0.100
C  -20.9436  -1.7635  21.0249  -0.058
C  -14.0010  -9.3306  24.2453  -0.066
O  -8.3926  0.0699  19.6109  -0.184
N  -17.3898  -1.1165  24.9787  0.220
C  -23.7239  -5.1049  33.1485  -0.244
C  -23.3402  -9.9083  23.2110  -0.085
H  -9.6284  -7.1577  34.8539  0.170
H  -19.5891  -4.5389  24.3502  0.094
H  -22.0625  -10.5292  26.8538  0.103
C  -20.2148  -0.1234  19.4089  -0.201
H  -21.7556  -3.2322  34.3264  0.073
H  -18.8904  -5.6517  25.6158  0.039
H  -23.5959  -10.0211  22.1645  0.094
C  -10.2079  -10.7025  19.0181  -0.088
H  -25.1969  -4.1643  35.1568  0.179
N  -18.5285  -1.1472  18.0052  0.234
F  -14.8694  -3.6650  23.4947  0.144
C  -9.2433  -0.9894  19.6979  -0.114
H  -20.9300  -1.3675  22.0578  0.092
H  -21.4743  -6.0701  32.1841  0.097
C  -17.6005  -6.7992  18.4453  -0.436
C  -9.0154  -6.3819  32.4035  -0.187
C  -17.0780  -7.1681  17.0888  -0.048
O  -17.4094  -3.9735  20.9248  -0.028
C  -19.3693  1.2174  17.5189  -0.028
C  -18.6299  -0.8821  25.7811  -0.301
H  -8.3302  0.3408  21.6817  0.153
H  -10.6850  -5.8443  34.4616  0.152
O  -19.8492  -1.2232  20.2497  -0.222
H  -9.7817  -9.6634  19.0166  0.105
H  -7.8863  3.3389  21.6634  0.103
H  -6.8864  2.2292  22.5766  0.075
H  -23.7213  -8.9149  23.4881  0.102
H  -8.8359  -7.4989  32.4511  0.163
H  -24.6806  -5.6623  33.3297  0.158
H  -21.9189  -1.6509  20.5221  0.098
H  -25.4051  -10.5327  25.3844  0.139
H  -6.5625  -5.3047  33.4492  0.113
H  -7.8270  2.9504  19.2093  0.183
H  -16.7159  -5.0261  18.4163  0.099
H  -19.2652  -1.6355  17.5504  0.150
H  -12.2989  -8.5473  25.7947  0.132
F  -15.5245  -2.1426  22.1281  0.143
O  -23.9300  -10.9243  23.9696  -0.206
H  -21.9958  -3.1967  32.5468  0.094
F  -17.5182  -6.4396  27.4700  -0.188

Properties
**Total charge**: +7
**Electronic energy**: -112943.1872 eV
**E_LUMO**: -9.62 eV
**Frontier orbital gap**: 9.73 eV


A 12-piece molecular cluster, C40H114N10O12 overall in a non-equilibrium geometry, computed with ωB97M-V/def2-TZVPD.

Each line ends with the Löwdin charge.
CARTESIAN COORDINATES (ANGSTROEM)
O  -26.2107  -12.7139  12.8395  -0.219
O  -23.4759  -9.5831  8.6034  -0.209
H  -18.8249  -14.9713  11.1050  0.074
H  -21.0433  -12.6325  10.6757  0.044
H  -22.5018  -13.1856  16.6265  0.060
H  -26.1851  -18.0209  16.4505  0.064
H  -27.5166  -13.1647  16.9951  0.088
C  -26.3780  -19.8303  14.6604  -0.047
H  -23.7619  -8.6439  14.0384  0.146
H  -24.6132  -12.8437  14.9319  0.002
H  -23.9279  -15.0589  13.7850  0.084
H  -25.3607  -18.7952  10.0955  0.088
H  -25.5820  -13.9976  11.2853  0.008
H  -15.9727  -13.8597  7.7316  0.086
N  -18.6653  -16.5319  5.9545  0.047
H  -19.3934  -14.3518  18.6500  0.081
H  -17.9511  -11.0583  11.3581  0.046
H  -24.8256  -17.2498  10.9886  0.071
H  -21.3687  -8.8771  12.3370  0.055
H  -25.6588  -11.8510  15.7795  0.083
H  -25.5592  -16.8547  13.0737  0.097
H  -11.9524  -11.4961  12.2809  0.089
C  -19.6257  -10.3471  8.5799  -0.418
H  -18.2574  -14.0746  4.6553  0.081
O  -22.0932  -7.4052  15.4339  -0.175
C  -22.2440  -12.2467  17.1357  -0.106
H  -20.6815  -12.6187  15.0608  0.111
H  -22.9242  -18.8923  12.2488  0.062
H  -18.0721  -11.2849  7.4675  0.068
C  -21.9871  -8.8054  15.1354  -0.191
H  -26.4466  -8.1403  8.7609  0.084
H  -27.5925  -12.0020  14.0938  0.121
C  -19.6859  -19.0287  12.8742  -0.079
H  -24.9644  -14.8692  10.1947  -0.017
H  -15.2081  -13.7759  11.7957  0.077
H  -21.2745  -5.9602  16.5728  0.080
C  -26.5187  -11.5121  12.1784  -0.104
C  -26.2374  -8.9443  9.4708  -0.049
N  -16.8783  -12.2737  14.2172  0.028
H  -16.4026  -14.5700  12.8540  0.092
C  -27.1644  -12.9813  13.8281  -0.188
H  -22.8733  -8.3867  10.1517  0.094
H  -17.3503  -13.0550  14.7093  0.059
H  -21.1157  -7.6108  17.2084  0.084
H  -18.1971  -17.3101  6.3707  0.067
H  -22.8964  -10.9055  10.0747  0.070
C  -23.7570  -8.5095  9.5035  -0.190
H  -21.1047  -21.0225  12.1727  0.139
C  -27.4409  -13.9429  16.2017  -0.064
H  -20.1028  -7.1270  15.9373  0.087
H  -17.0031  -15.3034  6.3390  0.133
H  -20.9571  -9.0531  14.9679  0.119
C  -12.7919  -11.5886  12.9705  -0.102
H  -17.5317  -9.8387  8.3838  0.101
H  -27.0872  -8.9279  10.1519  0.066
N  -26.0326  -17.5829  15.5560  0.024
H  -24.3519  -7.4110  11.7249  0.043
C  -21.1115  -6.9834  16.3277  -0.123
H  -17.8637  -11.4925  9.1534  0.052
H  -18.2212  -15.9839  8.5652  0.122
C  -25.9694  -17.8508  13.2130  -0.229
O  -25.4784  -18.6955  12.1950  -0.225
H  -18.8851  -15.6246  15.4975  0.092
C  -18.9378  -14.2307  17.6613  -0.033
H  -20.9395  -9.1977  7.5233  0.065
C  -22.7512  -9.0606  13.8599  -0.424
O  -22.3249  -20.2960  10.6170  -0.194
C  -25.5517  -18.0572  10.8862  -0.059
H  -25.2956  -16.8756  15.6930  0.072
H  -12.8220  -12.4925  13.5558  0.073
H  -21.1309  -9.5984  9.8727  0.082
H  -22.3651  -9.3976  15.9486  0.112
N  -25.1925  -7.5422  11.1809  0.051
H  -18.2911  -13.2517  6.2158  0.059
H  -22.0078  -7.4203  12.7724  0.093
H  -19.5651  -15.0486  8.0499  0.125
C  -16.0786  -13.5942  12.4316  -0.080
C  -25.5614  -18.5019  14.5395  -0.413
C  -23.4444  -10.8911  9.1422  -0.107
H  -23.4274  -14.8319  8.1000  0.046
H  -27.5525  -11.5168  11.8070  0.103
H  -22.7669  -11.4520  16.5996  0.054
O  -20.8621  -12.0115  17.0402  -0.194
H  -27.0524  -17.7009  13.1427  0.130
C  -23.0012  -14.7451  14.2910  -0.091
H  -21.8021  -10.9795  13.8291  0.073
C  -18.1004  -15.2994  6.4538  -0.474
C  -16.4972  -13.9452  8.6721  -0.082
H  -21.7223  -13.0918  12.6459  0.105
H  -20.2905  -20.4708  10.6705  0.120
H  -15.8986  -10.9987  12.0487  0.104
N  -20.9547  -13.5013  10.1942  0.064
H  -23.5919  -11.0188  14.1311  0.070
C  -21.1257  -20.2878  11.3302  -0.212
H  -19.8137  -14.6824  14.5060  0.032
H  -16.2745  -14.8543  9.1805  0.085
N  -19.1322  -14.6548  15.2589  0.048
H  -26.0081  -14.5378  14.7808  0.109
H  -19.6919  -14.1279  5.6866  0.098
H  -27.2570  -14.8989  16.6937  0.065
H  -24.4535  -11.2707  9.2001  0.073
H  -22.9363  -22.1394  11.2721  0.085
H  -22.9690  -10.7612  12.5592  0.064
H  -19.3649  -18.0784  13.2982  0.058
C  -19.8168  -14.1131  16.4067  -0.444
H  -16.8772  -13.2723  11.7555  0.056
O  -19.9871  -10.5187  11.1175  -0.217
H  -20.7976  -18.1118  11.3032  0.128
H  -19.1845  -12.1447  15.8993  0.116
H  -14.9558  -13.1058  14.1477  0.136
H  -20.0592  -13.5340  9.6977  0.067
H  -18.3135  -13.3608  17.8406  0.074
N  -25.3790  -12.8023  15.5721  0.062
O  -25.6352  -14.8724  10.8710  -0.060
H  -16.6259  -11.6002  14.9346  0.073
H  -19.5106  -9.6044  6.7198  0.078
O  -21.8768  -14.9461  13.4406  -0.211
H  -18.8356  -19.3985  12.3325  0.064
C  -25.0032  -8.7293  10.3649  -0.464
H  -26.4029  -10.6697  12.8869  0.098
H  -27.9700  -13.5580  13.3960  0.128
C  -20.0559  -9.7329  9.9562  -0.210
H  -26.1984  -9.9275  8.9652  0.079
O  -13.9364  -11.4475  12.1389  -0.209
C  -18.4715  -15.1207  7.9390  -0.196
H  -21.1949  -15.5388  10.8364  0.123
C  -20.1285  -12.6847  16.0118  -0.187
H  -12.7212  -10.7037  13.6319  0.090
H  -18.8049  -10.4659  12.8484  0.071
C  -22.9430  -21.5253  10.3812  -0.103
H  -15.1195  -10.4109  13.5486  0.122
H  -26.2032  -20.2200  15.6566  0.067
H  -18.2920  -9.3863  11.5260  0.098
H  -22.5735  -12.2766  18.2091  0.110
H  -22.8671  -11.4748  8.4103  0.089
H  -27.4558  -19.6957  14.5910  0.080
C  -20.9333  -18.9274  12.0211  -0.441
H  -22.0744  -17.6116  12.9110  0.053
H  -18.5723  -16.5308  4.9513  0.073
H  -23.9622  -7.6458  8.8442  0.138
H  -19.3169  -13.7523  12.3555  0.075
H  -25.8254  -11.3372  11.3582  0.064
H  -19.5553  -15.3911  12.7185  0.052
H  -26.5461  -17.6733  10.7764  0.075
H  -25.9655  -7.6291  11.8288  0.069
O  -17.9055  -13.9685  8.5281  -0.240
N  -22.2073  -8.4167  12.6607  0.069
H  -23.0983  -13.6548  14.5116  0.061
H  -20.7505  -14.6389  16.5647  0.121
H  -19.5653  -8.7476  10.0730  0.132
H  -28.4546  -14.0996  15.8013  0.078
H  -22.5210  -13.9137  9.0063  0.001
H  -20.2404  -11.2079  8.3654  0.114
C  -19.5680  -14.7007  11.8686  -0.045
C  -18.1778  -10.7401  8.4212  -0.059
H  -23.9909  -21.3327  10.1117  0.090
O  -23.3944  -14.3480  8.9301  -0.073
H  -19.7134  -19.7027  13.7540  0.089
C  -15.6947  -12.5957  13.4824  -0.451
C  -22.7706  -10.5278  13.5955  -0.059
H  -22.9763  -14.1708  11.8397  0.121
C  -20.9727  -14.5556  11.2147  -0.363
C  -18.6968  -10.3967  11.7782  -0.069
H  -18.2596  -15.0533  17.4581  0.067
C  -21.9896  -14.0769  12.2998  -0.149
H  -22.8344  -15.2684  15.2193  0.089
C  -26.4902  -13.6145  15.0822  -0.412
H  -24.4792  -18.7087  14.6426  0.135
H  -26.0490  -20.4485  13.8592  0.059
H  -24.7869  -9.6349  10.9651  0.095
N  -19.9272  -9.2725  7.6016  0.041
C  -15.1769  -11.2455  12.8329  -0.157
H  -16.2171  -13.0972  9.2637  0.072
C  -18.5905  -14.1402  5.6797  -0.063
N  -22.1134  -18.6119  12.8118  0.068
H  -22.4657  -22.0473  9.5614  0.082

Properties
**Total charge**: 0
**SMILES string**: COC[C@H](C)N.COC[C@H](C)N.COC[C@H](C)N.COC[C@H](C)N.COC[C@H](C)N.COC[C@H](C)N.COC[C@H](C)N.COC[C@H](C)N.COC[C@H](C)N.COC[C@H](C)N.O.O
**Electronic energy**: -82794.6004 eV
**E_LUMO**: 0.54 eV
**Frontier orbital gap**: 9.45 eV